C20H46CeOP4 as an isolated structure, computed with ωB97M-V with the def2-TZVPD basis set.

Positions of all 72 atoms, in Å:
H (-1.9238, 2.5462, 1.2515)
H (-3.5421, 3.6908, -2.6177)
H (-2.9209, -3.4893, -1.2633)
H (3.7752, 2.1591, -0.0649)
H (3.9969, -3.0517, -1.2564)
O (-0.0785, -0.8002, -3.3143)
C (1.6194, 1.3603, 2.1069)
C (-0.7770, 0.1103, 2.7692)
C (1.8024, 4.0435, -0.6852)
H (-0.4707, 0.5920, 3.7083)
H (2.2829, 0.6435, -7.7111)
H (2.4228, -3.8639, -0.6763)
H (4.2541, 2.1455, -1.7919)
C (-2.7019, 3.3766, -1.9832)
P (-2.6884, 1.5526, -1.8391)
H (2.0195, 3.9334, 0.3847)
P (-1.5302, -1.8220, -0.2178)
C (-3.0747, 1.0544, -3.5682)
H (2.1696, 2.1200, 1.5400)
H (1.4791, 1.7045, 3.1406)
C (2.5935, -0.1427, -5.7282)
C (-0.8653, 2.6476, 1.5278)
H (3.6770, -0.0242, -5.7672)
H (-0.4043, 3.3971, 0.8716)
C (1.8051, 0.2293, -6.8221)
H (1.2524, 3.3609, -3.7190)
P (1.8440, 2.4296, -1.5551)
C (-2.9936, -1.7828, 0.8779)
C (3.2415, -3.1651, -0.4710)
H (2.5446, 4.7147, -1.1396)
H (-1.2842, -0.5531, -5.5501)
Ce (-0.1818, 0.3390, -1.4726)
H (-4.4424, 0.1754, -0.8644)
H (-3.4808, -0.8007, 0.8266)
C (-0.2019, -0.4401, -5.6455)
H (2.5873, 2.1925, -3.8741)
H (0.5616, -3.0154, 0.2764)
C (-4.2950, 1.2505, -1.0276)
H (-4.0290, 1.5200, -3.8507)
H (-2.6970, -1.9730, 1.9170)
H (0.8071, 4.4938, -0.7962)
H (-4.3211, 1.7611, -0.0554)
H (-2.6981, -2.0978, -2.3655)
H (-1.3861, -3.2973, -2.1718)
H (-0.1942, 0.3412, -7.6533)
H (-0.7913, 2.9821, 2.5713)
H (2.5874, -0.9901, -3.7069)
C (0.4169, 0.0692, -6.7936)
H (4.1622, -1.8032, 0.8866)
P (-0.0231, 1.0195, 1.3757)
H (3.5014, 0.7019, -1.0538)
C (3.3302, -2.4890, 0.6881)
H (2.5924, -2.6078, 1.4897)
H (2.2071, 0.4331, 2.1106)
C (3.5043, 1.8017, -1.0666)
H (2.9052, 3.8376, -3.2200)
H (0.5416, -1.1386, -2.4976)
H (-0.5237, -2.9429, 1.6884)
H (-3.1667, -0.0387, -3.6484)
H (-3.7116, -2.5511, 0.5611)
H (-1.7609, 3.7269, -2.4292)
H (-0.8770, -4.0806, 0.3537)
H (-0.4305, -0.9306, 2.7734)
C (-0.4874, -3.0837, 0.6007)
H (-1.8707, 0.1208, 2.6974)
C (0.6091, -0.7322, -4.5650)
H (-2.8035, 3.8265, -0.9868)
H (-2.2891, 1.3840, -4.2632)
H (-5.1060, 1.6347, -1.6624)
C (-2.1918, -2.7630, -1.6495)
C (2.0003, -0.6787, -4.5780)
C (2.1853, 3.0074, -3.2596)

As for the LUMO energy (alpha / beta): -15.4 / -15.2 eV. The value obtained for the HOMO energy (alpha / beta) is -20.21 / -20.21 eV. Its energy above the lowest of the compared OMol25 structures with the same formula, charge and spin is 0.0 kJ/mol. The charge is +4. For the calculated total energy, the calculation gives -73573.3009 eV. The calculation puts the HOMO-LUMO gap (alpha / beta) at 4.84 / 5.00 eV.

=====

A 7-piece molecular cluster, C20H46ClF3O11S7 overall, computed with ωB97M-V with the def2-TZVPD basis set.

Positions of all 88 atoms, in Å:
C (1.7506, -2.1678, -4.2329)
H (2.9966, 1.8139, -3.8371)
O (0.5592, -3.8312, 2.6923)
C (0.2865, -5.2604, -8.7445)
H (0.6345, 3.8734, -1.6312)
H (2.0548, -2.5095, 1.1123)
C (-1.7805, 5.6574, 6.6796)
C (-0.5362, -3.0175, 6.9051)
S (0.6687, -5.8752, -7.0903)
H (-1.1145, -3.9047, 7.1686)
H (-2.8996, -0.2964, -0.5818)
H (-1.0331, -2.4916, 6.0889)
S (1.1076, -3.5139, 6.3479)
H (-2.6101, 6.3112, 6.4043)
H (-1.8918, 4.0792, 4.3511)
H (-2.5414, 5.3381, -0.6357)
O (0.4025, -1.1334, 3.0379)
C (1.5577, 0.9030, 1.8115)
O (1.7561, 1.1535, -1.3403)
F (-3.1810, -0.6269, 2.8822)
O (0.5277, 4.7095, 5.7414)
C (-3.6082, -0.7909, 1.5501)
H (-2.9852, 4.5351, -2.9756)
C (-1.5240, 5.0695, 4.0770)
H (-4.2885, 5.3009, -0.2484)
H (-2.1320, 4.6299, 6.7901)
H (0.9681, -5.1020, 8.1443)
O (-1.5409, -3.0195, 3.4274)
H (1.3739, 1.3724, 0.7731)
S (-3.5154, 3.1777, -1.0596)
F (-3.6561, -2.1531, 1.1352)
O (-2.1635, 2.5417, -1.0989)
H (1.9747, 4.4973, -2.6241)
H (2.9887, -0.9711, 0.7680)
H (-0.9128, 4.9918, 3.1778)
C (1.6176, -4.2558, 7.9138)
O (2.9752, -0.1041, -5.3994)
H (0.9588, 3.1525, -3.2274)
H (2.1304, -1.9336, -3.2374)
C (-2.8020, 0.1161, 0.4909)
S (1.5936, -0.6283, -5.1610)
H (2.9336, -5.6850, -7.8841)
S (-0.5019, 5.7377, 5.4067)
C (-1.2823, 0.4027, 0.9038)
H (2.8321, -1.4923, 2.5373)
H (-3.1120, 4.5456, 0.8538)
C (1.0318, -1.3933, -6.6965)
H (4.0750, 3.1167, -3.2516)
F (-4.9776, -0.3460, 1.5039)
H (-3.9208, 3.0833, -3.4095)
C (-3.3474, 4.7514, -0.1913)
S (2.5264, 2.4210, -1.5542)
C (1.0267, 1.8310, 2.9957)
C (-3.8210, 3.8948, -2.6879)
H (1.0339, -4.5264, -9.0513)
H (0.2680, -6.0948, -9.4475)
O (1.9124, -2.2687, 6.1592)
C (3.5879, 2.1748, -2.9934)
O (0.2480, 2.7683, 2.6759)
H (-3.3608, 1.1274, 0.4626)
C (0.9486, -0.5813, 1.7850)
H (-4.7464, 4.4727, -2.6632)
C (2.3137, -6.4967, -7.4991)
H (-0.4523, -2.3531, 7.7674)
C (1.4149, 3.6033, -2.3440)
H (1.5661, -3.5134, 8.7125)
H (-1.3508, 5.9966, 7.6228)
C (-0.2891, -0.8428, 0.7615)
S (-0.3172, -2.6150, 2.6583)
O (0.8472, -4.6871, -6.2009)
H (2.2283, -7.2903, -8.2434)
O (-0.7478, -2.1811, 1.0751)
H (2.4471, -2.8384, -4.7382)
H (0.2636, -0.9292, -0.2315)
H (-1.2757, 0.7606, 1.9853)
H (2.6451, -4.6067, 7.8112)
H (-0.9026, 1.2162, 0.1813)
H (0.0766, -1.8923, -6.5265)
H (0.9024, -0.6106, -7.4455)
H (1.7733, -2.1123, -7.0482)
H (-0.6961, -4.7880, -8.7187)
H (0.7715, -2.6411, -4.1443)
H (2.6967, 0.8161, 1.9241)
Cl (1.5234, 1.6270, 4.7561)
H (-2.3619, 5.7439, 3.8885)
H (2.7661, -6.8991, -6.5921)
C (2.2899, -1.4770, 1.5313)
H (4.3470, 1.4336, -2.7412)

As for the LUMO energy: 0.2 eV. The value obtained for the HOMO energy is -8.30 eV. For the calculated total energy, the calculation gives -140522.2569 eV. The calculation puts the HOMO-LUMO gap at 8.55 eV.

=====

C20H46CoOP4Se as an isolated structure, computed with ωB97M-V with the def2-TZVPD basis set.

Positions of all 73 atoms, in Å:
C (-0.5869, 1.8192, -4.2978)
C (-3.1939, 3.7797, 0.7607)
C (0.6806, -1.1864, -3.8209)
H (-3.8505, 1.3165, -4.5939)
C (-3.0657, 3.8341, 3.6783)
H (0.4606, -0.1549, -4.0946)
C (2.3750, -1.9076, 1.1716)
H (-2.5718, 3.7186, -0.1429)
H (2.8863, -1.8596, 2.1392)
H (2.2825, -3.2607, -1.1051)
C (-2.0393, -2.4781, -1.6513)
H (0.6674, 1.9832, -6.0190)
C (-3.0826, 2.4080, -6.2681)
H (-0.1345, 4.4770, 3.0106)
H (-3.9629, 2.9940, 0.7133)
H (2.4279, 1.8913, 1.0271)
H (-2.8595, 2.3816, -7.3347)
H (2.9074, 0.5409, -2.7056)
H (-1.3734, 1.3166, -4.8527)
H (3.4133, 0.6694, 1.8923)
C (0.5981, 2.1683, -4.9581)
P (1.3531, -1.2310, -2.1362)
H (-1.1777, 5.6908, 2.2177)
H (-0.0360, -3.6764, 0.3612)
Co (0.1456, -0.2930, -0.7394)
H (0.7859, -3.6252, -2.0006)
H (-0.1888, 0.5794, 2.5047)
H (-3.6630, 4.7754, 0.8060)
H (-2.7548, -3.2333, -1.3119)
H (-0.5824, -2.8355, 1.8322)
C (1.7086, -3.0318, -2.0079)
H (-3.2273, 4.9214, 3.7254)
O (-1.6761, 2.0200, 2.1742)
H (0.3090, -1.0890, 2.9576)
H (3.4504, 0.7690, 0.1035)
H (-0.2094, 4.5498, 1.2263)
H (1.4171, 0.2828, 3.2552)
C (-0.8640, -3.1198, 0.8111)
H (-3.5826, -0.9448, 0.0298)
C (-0.7943, 4.6622, 2.1508)
P (1.4491, -0.3453, 0.9490)
H (-1.6860, 1.8974, -2.4235)
C (0.6566, -0.1219, 2.5719)
C (1.6427, 2.7879, -4.2597)
P (-2.1379, 3.4386, 2.1901)
H (2.2990, -3.3082, -2.8920)
H (3.1220, -2.0317, 0.3813)
H (-1.7323, -3.7912, 0.8619)
C (1.5388, 2.9556, -2.8848)
H (2.5502, 3.1215, -4.7605)
H (-0.7943, 1.1975, -0.4399)
H (-2.5488, -1.7356, -2.2722)
H (-4.0241, 3.3071, 3.6702)
C (-0.7461, 2.0793, -2.9472)
H (1.4368, -1.5624, -4.5210)
H (-3.0237, -1.7888, 1.4942)
H (-2.5572, -0.0836, 1.2233)
H (2.3234, 3.4367, -2.2997)
C (0.3794, 2.5044, -2.2237)
H (-3.6964, 0.3806, -6.2034)
C (-3.5734, 1.3191, -5.6519)
H (-1.2661, -2.9650, -2.2531)
H (-2.8787, 3.3461, -5.7282)
H (-2.4830, 3.5134, 4.5583)
H (-0.2460, -1.7656, -3.8997)
C (2.8191, 0.8659, 0.9917)
C (-2.7504, -1.0445, 0.7359)
P (-1.3086, -1.6395, -0.2014)
H (3.4903, -1.0926, -3.2101)
Se (0.3093, 2.3225, -0.3198)
C (3.0053, -0.5142, -2.4090)
H (3.6190, -0.5737, -1.5005)
H (1.7092, -2.7720, 1.1732)

As for the LUMO energy (alpha / beta): -9.7 / -13.2 eV. The value obtained for the HOMO energy (alpha / beta) is -16.95 / -16.87 eV. Its spin multiplicity is 5. Its energy above the lowest of the compared OMol25 structures with the same formula, charge and spin is 68.7 kJ/mol. The charge is +3. As for the expectation value of S²: 6.040. For the calculated total energy, the calculation gives -163634.2335 eV. The calculation puts the HOMO-LUMO gap (alpha / beta) at 7.21 / 3.70 eV.